i:
The following is a quantum chemistry calculation of a gas-phase ion, C10H14N3S (charge +1), from the Open Molecules 2025 dataset.

As for the total charge: +1.

```
28
Properties=species:S:1:pos:R:3:nbo_charge:R:1
C 0.78 2.02 -1.34 0.243
C -0.32 0.42 0.46 -0.082
C -1.20 -0.16 -0.31 0.192
C -0.25 1.93 0.85 -0.403
C -0.03 -1.73 1.60 -0.447
C 1.20 -1.38 -0.42 -0.440
C -1.06 -2.41 0.75 -0.193
C 0.03 -1.89 -1.30 -0.252
C 0.71 -0.65 0.90 -0.245
C -0.09 2.82 -0.50 -0.166
N 1.42 1.45 -2.09 -0.287
N 0.41 4.15 -0.21 -0.809
N -1.15 -1.58 -0.51 -0.440
S -1.63 2.94 -1.40 0.322
H -1.15 2.22 1.28 0.248
H 0.56 2.13 1.60 0.257
H -0.59 -1.39 2.56 0.239
H 0.52 -2.56 2.03 0.257
H 1.82 -2.25 -0.04 0.232
H 1.98 -0.77 -0.99 0.274
H -0.87 -3.44 0.38 0.232
H -2.01 -2.32 1.18 0.232
H 0.09 -1.49 -2.32 0.265
H 0.12 -3.04 -1.47 0.236
H 1.56 -0.25 1.40 0.263
H -0.28 4.95 -0.28 0.413
H 1.27 4.30 -0.71 0.401
H -1.86 -2.02 -1.08 0.459
```



ii:
The following is a quantum chemistry calculation of 2 unconnected molecules or ions with the total composition C10H14N3S, from the Open Molecules 2025 dataset.

As for the total charge: +1.

```
28
Properties=species:S:1:pos:R:3:nbo_charge:R:1
C -3.61 -0.44 1.41 -0.111
C -2.30 -0.79 1.35 -0.261
C -4.21 0.34 0.44 -0.268
C -3.40 0.71 -0.57 0.087
C -1.45 -0.15 0.43 0.424
C 3.86 -0.52 1.31 -0.378
C 3.30 -1.05 0.20 -0.225
C 1.07 1.42 0.38 0.246
C -1.28 0.80 -1.76 -0.379
C 2.54 -0.20 -0.79 -0.277
N -2.08 0.50 -0.54 -0.300
N 2.21 1.10 -0.21 -0.597
N -0.15 -0.16 0.33 -0.745
S 0.30 2.53 1.17 0.216
H -4.33 -0.69 2.19 0.248
H -1.74 -1.34 2.05 0.231
H -5.23 0.75 0.58 0.256
H -3.76 1.25 -1.34 0.213
H 4.60 -1.05 1.88 0.229
H 3.79 0.55 1.49 0.168
H 3.61 -2.16 0.06 0.251
H -1.94 1.42 -2.40 0.224
H -0.49 1.32 -1.42 0.206
H -0.92 -0.13 -2.23 0.230
H 1.55 -0.63 -1.23 0.251
H 3.10 -0.02 -1.74 0.243
H 3.05 1.44 0.05 0.426
H 0.17 -0.89 1.00 0.391
```



The structure with the greatest stability is ii.



i:
The following is a quantum chemistry calculation of 2 unconnected molecules or ions with the total composition C2H3NS, from the Open Molecules 2025 dataset.

As for the total charge: 0. As for the SMILES: C#N.C=S.

```
7
Properties=species:S:1:pos:R:3:nbo_charge:R:1
C -1.45 -0.70 0.88 0.067
N -2.37 -0.56 0.23 -0.307
H -0.56 -1.03 1.38 0.238
C 1.06 0.55 -0.76 -0.463
S 1.88 1.09 0.53 0.069
H 1.34 -0.37 -1.22 0.191
H 0.11 1.03 -1.03 0.204
```



ii:
The following is a quantum chemistry calculation of 2 unconnected molecules or ions with the total composition C2H3NS, from the Open Molecules 2025 dataset.

As for the total charge: 0. As for the SMILES: C#C.N=S.

```
7
Properties=species:S:1:pos:R:3:nbo_charge:R:1
C 0.86 0.09 0.87 -0.222
C -0.02 0.91 0.97 -0.283
H 1.78 -0.45 0.84 0.228
H -0.73 1.48 1.40 0.213
N -0.39 -0.87 -0.95 -0.723
S -1.30 0.31 -1.33 0.439
H -0.18 -1.46 -1.79 0.347
```



iii:
The following is a quantum chemistry calculation of C2H3NS in the gas phase, from the Open Molecules 2025 dataset.

As for the total charge: 0. As for the SMILES: N#CCS.

```
7
Properties=species:S:1:pos:R:3:nbo_charge:R:1
N 2.91 -0.65 -0.14 -0.309
C 1.65 -0.08 0.15 0.269
C 0.31 0.32 0.45 -0.589
S -0.84 -1.16 0.03 -0.014
H 0.05 1.09 -0.14 0.249
H 0.17 0.49 1.45 0.254
H -0.62 -1.57 1.34 0.139
```



The structure with the greatest stability is i.



i:
The following is a quantum chemistry calculation of 6 unconnected molecules or ions with the total composition C3H18O6, from the Open Molecules 2025 dataset.

As for the total charge: 0. As for the SMILES: CO.CO.CO.O.O.O.

```
27
Properties=species:S:1:pos:R:3:nbo_charge:R:1
C -22.79 15.64 8.07 -0.253
O -21.60 15.19 7.48 -0.720
H -22.52 16.39 8.81 0.177
H -23.45 16.11 7.34 0.159
H -23.39 14.78 8.37 0.170
H -21.76 15.33 6.54 0.468
C -28.09 11.60 9.77 -0.249
O -27.69 12.86 9.26 -0.726
H -29.13 11.42 9.50 0.166
H -27.35 10.94 9.32 0.189
H -27.99 11.60 10.86 0.163
H -28.13 13.53 9.80 0.457
C -29.89 16.34 5.73 -0.243
O -28.76 15.54 5.67 -0.723
H -29.86 16.99 6.61 0.156
H -29.91 17.06 4.92 0.176
H -30.85 15.82 5.77 0.159
H -28.44 15.28 6.54 0.474
O -18.96 11.18 8.88 -0.936
H -19.73 11.68 8.61 0.471
H -19.19 10.27 8.70 0.465
O -20.59 11.70 3.53 -0.937
H -20.78 12.64 3.52 0.472
H -21.35 11.29 3.11 0.465
O -21.39 15.96 2.54 -0.941
H -20.71 16.60 2.34 0.472
H -21.95 15.95 1.76 0.470
```



ii:
The following is a quantum chemistry calculation of 6 unconnected molecules or ions with the total composition C3H18O6, from the Open Molecules 2025 dataset.

As for the total charge: 0. As for the SMILES: CC(C)O.O.O.O.O.O.

```
27
Properties=species:S:1:pos:R:3:nbo_charge:R:1
C 0.55 2.55 0.82 -0.636
C 1.44 1.64 1.68 0.089
C 2.74 1.33 0.98 -0.616
O 1.76 2.24 2.93 -0.732
H 0.50 2.19 -0.21 0.208
H 0.86 3.60 0.79 0.212
H -0.49 2.53 1.16 0.215
H 0.84 0.74 1.86 0.169
H 3.36 2.21 0.79 0.216
H 2.49 0.86 0.02 0.187
H 3.35 0.60 1.51 0.211
H 1.08 2.02 3.57 0.473
O -4.31 -2.12 -2.42 -0.958
H -3.50 -2.66 -2.42 0.483
H -4.02 -1.25 -2.11 0.468
O -0.80 -0.63 -0.74 -1.000
H -1.12 -1.41 -1.22 0.490
H 0.07 -0.43 -1.13 0.502
O -1.79 -3.22 -1.57 -0.962
H -2.06 -3.26 -0.64 0.488
H -1.40 -4.08 -1.74 0.492
O 1.64 -0.31 -2.17 -0.956
H 2.33 -0.61 -1.56 0.481
H 2.02 -0.40 -3.05 0.489
O -1.93 -0.42 1.88 -0.969
H -2.14 -1.35 1.98 0.455
H -1.47 -0.35 1.02 0.500
```



The structure with the greatest stability is ii.



i:
The following is a quantum chemistry calculation of a molecular structure, C50H58F6N5O6S2ScSi, from the Open Molecules 2025 dataset.

As for the total charge: 0.

```
129
Properties=species:S:1:pos:R:3:lowdin_charge:R:1
Sc -0.14 -0.10 -0.58 1.102
F -4.51 -0.77 -3.46 0.157
C -3.38 -0.25 -3.00 -0.671
F -3.52 0.04 -1.70 0.138
F -3.12 0.88 -3.66 0.152
S -1.98 -1.41 -3.26 0.620
O -0.92 -0.81 -2.41 -0.413
O -1.59 -1.35 -4.65 -0.264
N -2.62 -2.70 -2.72 -0.367
S -1.96 -4.20 -2.90 0.965
O -0.24 -2.11 0.02 -0.410
O -0.70 -4.21 -3.67 -0.475
C -3.22 -4.82 -4.15 -0.742
F -4.45 -4.40 -3.89 0.123
F -3.20 -6.16 -4.08 0.098
F -2.89 -4.45 -5.39 0.133
C 2.67 4.63 2.80 -0.090
C 2.55 4.46 1.28 -0.220
C 1.50 5.39 0.72 -0.189
C 1.85 6.67 0.32 -0.059
C 0.88 7.58 -0.08 -0.091
C -0.44 7.21 -0.03 -0.056
C -0.84 5.93 0.37 -0.162
C -2.33 5.67 0.44 -0.220
C -2.98 6.28 1.68 -0.089
C 0.15 4.99 0.70 -0.166
N -0.11 3.62 0.91 0.124
C -1.02 3.24 1.72 -0.120
C -1.39 1.87 2.00 -0.319
C -1.95 1.55 3.23 -0.059
C -1.82 0.17 3.40 -0.081
C -1.21 -0.29 2.25 -0.212
N -0.96 0.71 1.35 -0.023
H 3.44 3.97 3.21 0.064
H 1.72 4.38 3.28 0.073
H 2.92 5.66 3.06 0.076
H 2.28 3.43 1.06 0.076
H 3.51 4.69 0.81 0.104
H 2.90 6.96 0.34 0.108
H 1.17 8.58 -0.39 0.097
H -1.21 7.92 -0.32 0.113
H -2.54 4.60 0.39 0.087
H -2.80 6.12 -0.44 0.108
H -2.54 5.88 2.60 0.065
H -4.05 6.07 1.71 0.073
H -2.84 7.36 1.70 0.072
H -1.55 3.96 2.35 0.119
H -2.34 2.27 3.94 0.103
H -2.12 -0.43 4.24 0.094
H -0.91 -1.30 2.04 0.024
C -5.46 -3.81 -0.56 -0.085
C -4.96 -2.61 -0.09 -0.086
C -3.63 -2.50 0.30 -0.104
C -2.77 -3.60 0.22 -0.270
C -3.29 -4.80 -0.25 -0.156
C -4.62 -4.91 -0.63 -0.097
Si -0.96 -3.39 0.69 0.471
C -0.11 -5.03 0.37 -0.278
C -0.42 -6.08 1.24 -0.112
C 0.13 -7.35 1.08 -0.086
C 1.01 -7.58 0.03 -0.091
C 1.34 -6.55 -0.84 -0.079
C 0.78 -5.30 -0.66 -0.119
H -6.49 -3.89 -0.87 0.103
H -5.61 -1.74 -0.02 0.104
H -3.27 -1.54 0.65 0.093
H -2.65 -5.68 -0.33 0.091
H -5.00 -5.86 -1.00 0.105
H -0.90 -3.28 2.19 0.036
H -1.11 -5.91 2.07 0.104
H -0.13 -8.14 1.76 0.101
H 1.44 -8.57 -0.11 0.099
H 2.02 -6.74 -1.66 0.102
H 1.01 -4.51 -1.38 0.071
C 1.30 -2.48 6.58 -0.040
C 1.60 -2.00 5.19 -0.239
C 1.96 -2.89 4.19 0.001
C 2.24 -2.46 2.90 -0.185
C 2.64 -3.48 1.86 -0.030
C 2.10 -1.09 2.60 -0.102
C 2.29 -0.71 1.22 -0.148
O 1.81 0.27 0.64 -0.074
C 1.74 -0.17 3.61 -0.176
C 1.65 1.31 3.35 -0.021
C 1.52 -0.64 4.88 0.001
H 1.43 -3.56 6.66 0.075
H 0.27 -2.24 6.84 0.087
H 1.94 -1.99 7.31 0.085
H 2.03 -3.95 4.41 0.118
H 2.63 -4.48 2.29 0.088
H 3.64 -3.28 1.47 0.089
H 1.95 -3.47 1.01 0.049
H 2.93 -1.38 0.63 0.115
H 1.01 1.54 2.50 0.054
H 2.64 1.71 3.13 0.087
H 1.27 1.82 4.23 0.090
H 1.24 0.06 5.66 0.125
C 3.22 -2.96 -2.00 0.028
C 2.16 -1.97 -2.40 -0.526
N 1.60 -2.13 -3.60 0.224
O 1.88 -1.02 -1.65 -0.073
H 3.77 -3.34 -2.86 0.091
H 2.75 -3.80 -1.49 0.064
H 3.91 -2.49 -1.30 0.085
H 1.65 -3.04 -4.04 0.117
H 0.73 -1.65 -3.77 0.079
C 3.17 3.58 -3.45 0.007
N 2.99 2.19 -2.97 -0.162
C 3.01 2.14 -1.48 0.007
C 1.74 1.51 -3.53 -0.072
C 0.48 2.19 -3.09 -0.268
C -0.01 3.19 -3.93 -0.065
C -1.19 3.85 -3.62 -0.077
C -1.87 3.47 -2.47 -0.086
C -1.35 2.49 -1.64 -0.154
C -0.16 1.79 -1.91 -0.142
H 4.11 3.96 -3.07 0.102
H 2.34 4.17 -3.07 0.106
H 3.16 3.59 -4.54 0.104
H 3.78 1.64 -3.30 0.177
H 2.15 2.71 -1.13 0.091
H 3.94 2.58 -1.13 0.107
H 2.91 1.11 -1.16 0.074
H 1.80 0.49 -3.17 0.090
H 1.87 1.53 -4.62 0.136
H 0.51 3.44 -4.85 0.107
H -1.59 4.61 -4.27 0.103
H -2.81 3.94 -2.23 0.105
H -1.94 2.22 -0.77 0.080
```



ii:
The following is a quantum chemistry calculation of a molecular structure, C50H58F6N5O6S2ScSi, from the Open Molecules 2025 dataset.

As for the total charge: 0.

```
129
Properties=species:S:1:pos:R:3:lowdin_charge:R:1
Sc 0.43 -0.32 -0.26 1.078
F 2.81 -4.61 -2.65 0.154
C 2.30 -3.39 -2.49 -0.667
F 0.99 -3.49 -2.28 0.141
F 2.51 -2.69 -3.60 0.150
S 3.14 -2.53 -1.09 0.614
O 2.21 -1.42 -0.77 -0.398
O 4.39 -2.02 -1.58 -0.267
N 3.15 -3.65 -0.04 -0.386
S 4.17 -3.72 1.24 0.955
O 0.58 -1.22 1.56 -0.394
O 4.82 -2.42 1.52 -0.490
C 5.56 -4.68 0.42 -0.748
F 5.09 -5.77 -0.20 0.118
F 6.39 -5.09 1.39 0.099
F 6.25 -3.95 -0.45 0.132
C -4.13 3.96 -0.83 -0.088
C -2.61 4.11 -0.97 -0.217
C -2.20 4.09 -2.42 -0.210
C -2.10 5.27 -3.14 -0.060
C -1.83 5.26 -4.50 -0.097
C -1.73 4.04 -5.15 -0.064
C -1.86 2.83 -4.47 -0.174
C -1.87 1.56 -5.29 -0.206
C -3.20 1.36 -6.01 -0.081
C -2.03 2.85 -3.07 -0.189
N -1.95 1.72 -2.24 0.115
C -2.73 0.72 -2.36 -0.097
C -2.72 -0.42 -1.48 -0.327
C -3.89 -1.10 -1.16 -0.051
C -3.64 -1.78 0.05 -0.077
C -2.34 -1.48 0.39 -0.200
N -1.74 -0.69 -0.55 -0.028
H -4.44 4.00 0.21 0.062
H -4.44 3.00 -1.24 0.081
H -4.65 4.75 -1.38 0.081
H -2.12 3.30 -0.43 0.063
H -2.30 5.06 -0.52 0.117
H -2.24 6.22 -2.62 0.114
H -1.73 6.18 -5.05 0.101
H -1.57 4.01 -6.22 0.117
H -1.64 0.70 -4.68 0.076
H -1.07 1.62 -6.04 0.112
H -4.03 1.30 -5.30 0.068
H -3.19 0.45 -6.61 0.074
H -3.42 2.20 -6.68 0.072
H -3.57 0.73 -3.07 0.131
H -4.81 -1.05 -1.71 0.101
H -4.33 -2.40 0.61 0.093
H -1.80 -1.78 1.27 0.049
C 0.26 -6.64 0.70 -0.088
C -0.48 -5.60 0.13 -0.083
C -0.48 -4.35 0.73 -0.095
C 0.25 -4.10 1.89 -0.242
C 0.97 -5.16 2.45 -0.108
C 0.98 -6.41 1.86 -0.087
Si 0.29 -2.38 2.65 0.483
C 1.53 -2.38 4.05 -0.285
C 1.12 -2.75 5.34 -0.117
C 2.02 -2.76 6.40 -0.089
C 3.34 -2.41 6.20 -0.089
C 3.77 -2.05 4.92 -0.077
C 2.87 -2.04 3.87 -0.123
H 0.27 -7.61 0.23 0.100
H -1.04 -5.77 -0.78 0.104
H -1.06 -3.55 0.26 0.079
H 1.55 -4.99 3.35 0.095
H 1.55 -7.21 2.31 0.101
H -1.02 -2.14 3.33 0.038
H 0.09 -3.02 5.51 0.102
H 1.68 -3.05 7.39 0.099
H 4.04 -2.42 7.02 0.099
H 4.81 -1.79 4.75 0.106
H 3.22 -1.78 2.87 0.059
C -4.81 -0.19 5.44 -0.041
C -3.69 0.30 4.56 -0.241
C -2.37 0.22 4.98 -0.006
C -1.33 0.65 4.17 -0.196
C 0.08 0.53 4.69 -0.036
C -1.63 1.16 2.89 -0.093
C -0.50 1.44 2.01 -0.151
O -0.54 1.50 0.79 -0.072
C -2.97 1.28 2.46 -0.158
C -3.35 1.93 1.16 -0.037
C -3.97 0.85 3.31 0.004
H -4.43 -0.56 6.39 0.075
H -5.34 -1.01 4.95 0.087
H -5.53 0.60 5.63 0.085
H -2.14 -0.20 5.95 0.118
H 0.08 0.04 5.66 0.084
H 0.55 1.51 4.81 0.095
H 0.71 -0.07 4.03 0.042
H 0.47 1.55 2.50 0.114
H -2.86 1.45 0.31 0.064
H -3.04 2.98 1.16 0.077
H -4.43 1.89 1.02 0.090
H -5.00 0.94 2.99 0.123
C 3.57 1.41 2.61 0.029
C 3.26 0.90 1.23 -0.525
N 4.24 0.28 0.58 0.223
O 2.13 1.09 0.73 -0.073
H 4.63 1.64 2.73 0.088
H 3.30 0.65 3.34 0.078
H 2.98 2.31 2.81 0.088
H 5.03 -0.08 1.08 0.111
H 4.01 -0.20 -0.28 0.073
C 1.29 4.04 -3.56 0.015
N 1.75 3.58 -2.23 -0.147
C 0.60 3.43 -1.29 -0.001
C 2.60 2.31 -2.30 -0.070
C 1.90 1.22 -3.03 -0.261
C 2.22 1.09 -4.39 -0.061
C 1.59 0.16 -5.19 -0.086
C 0.61 -0.63 -4.61 -0.112
C 0.29 -0.49 -3.27 -0.164
C 0.93 0.41 -2.40 -0.137
H 0.77 4.99 -3.44 0.097
H 0.60 3.30 -3.96 0.091
H 2.15 4.15 -4.22 0.107
H 2.36 4.30 -1.83 0.175
H -0.06 2.64 -1.66 0.062
H 0.08 4.38 -1.25 0.102
H 0.98 3.14 -0.32 0.091
H 2.82 2.06 -1.26 0.104
H 3.52 2.61 -2.81 0.130
H 3.00 1.73 -4.81 0.108
H 1.86 0.05 -6.23 0.104
H 0.09 -1.36 -5.22 0.114
H -0.49 -1.14 -2.88 0.086
```



The structure with the greatest stability is ii.



i:
The following is a quantum chemistry calculation of C2H5N3OS2 in the gas phase, from the Open Molecules 2025 dataset.

As for the total charge: 0. As for the SMILES: [H]/N=C(\N)SC(=S)NO.

```
13
Properties=species:S:1:pos:R:3:nbo_charge:R:1
H 1.99 0.84 -0.97 0.356
N 1.12 0.75 -0.37 -0.762
C 1.00 -0.44 0.01 0.344
N 1.91 -1.45 0.00 -0.809
S -0.45 -1.03 0.85 0.301
C -1.84 -0.26 0.18 -0.152
S -3.18 -1.10 -0.18 -0.110
N -1.87 1.07 0.24 -0.281
O -0.75 1.86 0.60 -0.607
H 1.77 -2.44 0.25 0.428
H 2.77 -1.22 -0.40 0.388
H -2.55 1.72 -0.19 0.414
H 0.08 1.71 -0.02 0.488
```



ii:
The following is a quantum chemistry calculation of C2H5N3OS2 in the gas phase, from the Open Molecules 2025 dataset.

As for the total charge: 0. As for the SMILES: ON/C(=N/C=S)NS.

```
13
Properties=species:S:1:pos:R:3:nbo_charge:R:1
O -0.52 2.42 1.14 -0.538
N -0.17 1.13 1.49 -0.310
C -0.03 0.25 0.43 0.586
N -0.16 0.71 -0.76 -0.604
C -0.44 -0.12 -1.82 -0.116
S -0.09 0.19 -3.37 -0.020
N 0.25 -1.03 0.84 -0.774
S 1.35 -2.06 0.05 0.223
H -0.30 2.49 0.21 0.488
H 0.61 1.13 2.17 0.375
H -1.04 -1.02 -1.54 0.167
H 0.08 -1.25 1.80 0.410
H 0.48 -2.83 -0.65 0.112
```



The structure with the greatest stability is i.



i:
The following is a quantum chemistry calculation of C9H16N2O in the gas phase, from the Open Molecules 2025 dataset.

As for the total charge: 0.

```
28
Properties=species:S:1:pos:R:3:nbo_charge:R:1
C -1.77 -1.52 -1.08 -0.255
C -0.72 -1.17 -1.81 -0.067
C -1.59 -1.50 0.38 -0.308
C 1.20 0.68 0.62 -0.379
C -0.27 0.37 1.07 0.057
C 1.27 0.14 -0.97 0.376
C -0.27 0.57 2.60 -0.605
C -1.27 1.38 0.46 -0.654
C 2.71 -0.33 -1.40 -0.636
N 0.44 -1.01 -1.06 -0.329
N -0.35 -1.02 0.76 -0.226
O 0.84 1.26 -1.76 -0.765
H -2.73 -1.62 -1.76 0.222
H -0.78 -1.17 -2.85 0.230
H -2.38 -0.90 0.86 0.201
H -1.65 -2.54 0.76 0.213
H 1.47 1.75 0.58 0.222
H 1.87 0.06 1.33 0.225
H 0.26 1.57 2.93 0.226
H 0.35 -0.33 3.13 0.228
H -1.33 0.49 2.83 0.207
H -1.50 0.99 -0.56 0.212
H -0.83 2.31 0.39 0.223
H -2.26 1.39 0.98 0.214
H 3.54 0.15 -0.76 0.214
H 2.98 -0.02 -2.49 0.229
H 2.82 -1.49 -1.40 0.241
H -0.09 1.50 -1.80 0.485
```



ii:
The following is a quantum chemistry calculation of C9H16N2O in the gas phase, from the Open Molecules 2025 dataset.

As for the total charge: 0. As for the SMILES: CC(C)(C)N1C(=O)N=CC1(C)C.

```
28
Properties=species:S:1:pos:R:3:nbo_charge:R:1
C 0.67 -2.03 -1.15 -0.624
C 0.79 -1.03 0.06 0.185
C 2.09 -0.14 -0.13 -0.617
C 0.92 -1.74 1.44 -0.603
N -0.50 -0.30 0.07 -0.483
C -1.69 -0.99 0.04 0.760
O -1.94 -2.15 0.07 -0.586
N -2.77 0.00 -0.09 -0.438
C -2.29 1.13 -0.18 0.145
C -0.81 1.14 -0.04 0.077
C -0.36 1.89 -1.35 -0.622
C -0.56 1.95 1.23 -0.602
H 0.17 -2.91 -0.83 0.231
H -0.02 -1.59 -1.78 0.214
H 1.55 -2.37 -1.46 0.203
H 1.83 0.91 -0.03 0.207
H 2.46 -0.38 -1.13 0.221
H 2.79 -0.41 0.63 0.217
H 0.16 -2.44 1.64 0.230
H 1.99 -2.17 1.47 0.200
H 0.84 -0.88 2.02 0.199
H -2.77 2.08 -0.06 0.192
H 0.73 2.12 -1.45 0.222
H -0.94 2.75 -1.51 0.215
H -0.77 1.26 -2.14 0.221
H 0.47 2.03 1.52 0.214
H -0.98 1.42 1.99 0.215
H -1.05 2.83 1.13 0.207
```



The structure with the greatest stability is ii.